1.
Below is a molecular structure, C31H33IN4O2PSbSe4Yb in a non-equilibrium geometry, with properties calculated with ωB97M-V/def2-TZVPD.

Geometry as XYZ:
```
78
Properties=species:S:1:pos:R:3:forces:R:3:mulliken_charge:R:1
Yb 0.64064 -1.53788 0.89447 -1.60 0.51 -1.09 0.746
I 2.48336 0.29283 2.38325 0.78 0.85 -0.85 0.043
C 3.77323 0.92757 0.72279 0.54 -0.88 0.49 -0.179
C 5.03075 0.37074 0.88466 -0.70 -0.09 0.00 -0.649
C 6.14447 0.92285 0.25136 0.57 0.39 -0.59 -0.837
C 5.99750 2.01274 -0.59508 -0.60 -1.16 0.47 -0.786
C 4.70346 2.53156 -0.84550 0.20 0.04 -0.30 0.788
C 4.58341 3.71216 -1.66599 -0.49 -0.52 0.56 -0.934
C 3.37713 4.35398 -1.75857 0.39 0.31 -0.19 -0.962
C 2.21319 3.74686 -1.24228 0.35 -0.32 0.03 -0.216
C 2.26821 2.49509 -0.65523 0.35 1.08 0.63 0.315
P 0.67064 1.70258 -0.39451 -0.72 -1.12 -0.19 2.477
C -0.18226 2.83724 0.70637 -0.77 0.19 0.22 0.811
C 0.42579 3.84030 1.45728 -0.66 0.02 0.63 -1.062
C -0.28168 4.49029 2.48473 -0.09 0.02 -0.50 -0.644
C -1.63767 4.23601 2.68268 0.48 -0.40 -0.31 -0.716
C -2.26547 3.29288 1.85417 -0.66 0.29 0.11 -0.667
C -1.56300 2.57753 0.89233 0.16 0.65 0.08 -0.345
C -0.14884 1.91809 -2.04378 0.30 1.01 0.08 0.049
C 0.51168 1.28041 -3.10196 0.07 0.36 0.67 -0.532
C -0.12494 1.14168 -4.31149 -0.56 0.25 -0.84 -0.501
C -1.38520 1.74087 -4.52426 0.52 -0.12 0.05 -0.558
C -1.94389 2.52261 -3.52327 -0.12 -0.14 -0.12 -0.673
C -1.33631 2.63642 -2.28322 1.24 -1.04 -0.33 -0.662
C 3.54276 1.92177 -0.25135 -0.70 1.42 -0.47 0.554
H 5.12356 -0.55694 1.44622 0.17 0.50 0.30 0.381
H 7.12556 0.48799 0.47902 -0.39 0.19 -0.36 0.347
H 6.82542 2.38724 -1.16985 0.30 0.33 0.16 0.365
H 5.49060 4.07811 -2.13734 -0.15 0.12 0.09 0.374
H 3.27745 5.32501 -2.24987 0.17 -0.34 0.03 0.367
H 1.25828 4.29616 -1.32264 0.48 -0.67 -0.20 0.407
H 1.42909 4.16777 1.24751 0.34 -0.21 0.06 0.327
H 0.24023 5.24749 3.06314 -0.14 -0.05 0.01 0.399
H -2.20060 4.77560 3.44204 0.10 -0.14 -0.16 0.386
H -3.35772 3.17547 1.91885 0.57 -0.16 -0.02 0.377
H -2.11397 1.94081 0.18781 0.36 -0.11 0.59 -0.014
H 1.54680 0.96900 -2.93360 -0.48 -0.47 -0.17 0.225
H 0.36001 0.57531 -5.10866 -0.16 0.21 0.13 0.350
H -1.91325 1.65183 -5.47648 0.26 -0.16 0.30 0.351
H -2.91481 2.98157 -3.66314 0.08 0.08 -0.13 0.390
H -1.79780 3.22081 -1.52382 -0.27 0.25 0.50 0.912
Se -5.39243 -1.61942 -2.63180 -0.15 0.69 0.76 -0.661
Sb -4.53509 -0.22755 -0.75743 1.38 -1.91 -0.32 0.466
Se -1.89179 -0.69553 -1.37908 -1.30 0.36 1.09 -0.183
Se -4.61606 2.26330 -1.15823 -0.01 -0.49 0.22 -0.345
Se -4.95036 -1.03836 1.62517 0.22 0.73 -1.00 -0.624
C -2.45565 -3.91088 2.97251 -0.46 -0.41 -0.72 -1.272
C -1.48618 -2.83836 3.47047 -0.97 0.34 -0.28 1.342
C -0.06355 -3.38840 3.53362 0.49 0.62 -0.94 -1.518
C -1.98760 -2.25322 4.81183 0.04 0.21 0.19 -1.541
N -1.56938 -1.84308 2.37279 0.40 -0.14 -0.39 0.691
N -0.88770 -0.59991 2.62658 0.74 0.24 0.14 -0.168
H -2.46116 -4.79654 3.62901 0.01 0.34 -0.13 0.403
H -2.07477 -4.22976 1.96505 -0.60 0.15 0.77 0.199
H -3.51702 -3.51324 2.87041 1.35 -0.43 0.09 0.299
H 0.06638 -4.12962 4.31704 -0.01 -0.20 -0.09 0.512
H 0.63840 -2.56305 3.75504 -0.08 -0.17 0.11 0.246
H 0.23050 -3.79965 2.52176 -0.42 -0.01 1.04 0.189
H -2.09605 -3.05308 5.57283 0.03 0.37 -0.45 0.444
H -2.98986 -1.77998 4.63687 0.92 -0.31 0.26 0.291
H -1.26987 -1.50925 5.24855 -0.65 -0.46 -0.33 0.356
H -2.55046 -1.68033 2.07783 0.27 0.14 0.25 -0.479
H -0.73257 -0.41760 3.62012 -0.63 0.19 -0.35 0.186
H -1.33217 0.19215 2.14806 -0.24 -0.41 0.40 -0.034
C -2.13734 -4.85084 -2.46997 0.22 -0.06 0.42 -0.924
N -0.80011 -4.26888 -2.30126 0.64 -0.38 0.29 0.260
C -0.12989 -3.75637 -3.41013 0.41 0.81 2.78 -0.301
C 0.81714 -2.81628 -3.15265 1.27 0.91 -0.34 -0.573
C 1.12275 -2.38865 -1.75013 -1.45 -0.45 0.21 0.490
O 1.62606 -1.27614 -1.41038 0.19 -1.13 -0.33 -0.527
N 0.71731 -3.22273 -0.71515 -0.22 -0.57 -1.47 -0.310
C -0.21313 -4.21953 -0.94908 -0.57 0.08 -0.82 0.434
O -0.59938 -5.00380 -0.07755 0.30 0.93 -0.96 -0.704
H -2.17538 -5.43046 -3.39859 0.05 0.02 0.13 0.331
H -2.92784 -4.06990 -2.50060 0.53 -0.35 0.17 0.206
H -2.25294 -5.51580 -1.60615 -0.38 0.14 -0.34 0.308
H -0.39397 -4.15257 -4.38028 -0.21 0.28 -0.03 0.375
H 1.39535 -2.28714 -3.94388 -0.63 -0.64 0.61 0.329
```
Positions in Å, forces in eV/Å.

## Properties
Net charge: -1
Multiplicity: 2
Relative energy (zero: lowest compared OMol25 entry of this formula, charge and spin), kcal/mol: 0.0
Total energy, eV: -359583.139

2.
Below is 11 unconnected molecules or ions with the total composition C44H64F24O19 in a non-equilibrium geometry, with properties calculated with ωB97M-V/def2-TZVPD.

Geometry as XYZ:
```
151
Properties=species:S:1:pos:R:3:forces:R:3:mulliken_charge:R:1
C 17.97566 21.01579 12.59337 0.15 0.85 -1.90 -1.135
C 17.38218 21.93639 13.58576 -0.69 2.52 0.23 0.136
O 17.55848 21.41334 14.93291 0.12 0.25 -1.90 -0.256
C 16.75383 21.88596 15.84097 1.75 -1.80 2.13 0.148
O 16.16698 22.90025 15.95126 -1.12 1.19 -0.64 -0.501
C 16.90428 20.86142 17.02002 0.41 0.97 -0.47 0.913
F 15.89388 21.04580 17.85274 0.39 0.32 0.83 0.018
F 16.88951 19.62177 16.63189 -0.48 -1.61 -0.70 -0.281
F 18.15005 21.00264 17.57057 -1.01 0.70 0.54 -0.344
H 17.53675 21.34163 11.57929 0.78 -0.74 1.36 0.255
H 17.70174 20.00793 12.81160 -0.19 -0.81 -0.12 0.279
H 19.07894 21.11210 12.54367 -0.64 -0.14 0.06 0.401
H 16.27507 22.10104 13.46941 1.04 -0.31 -0.11 0.064
H 17.85985 22.97183 13.47352 -0.62 -1.33 0.55 0.241
C 12.55249 22.02962 16.45299 1.98 -1.23 -0.43 -0.627
C 12.69540 20.65036 17.14428 0.41 0.98 -1.02 -0.444
O 13.46840 19.70700 16.26508 -0.91 1.60 0.24 0.329
C 12.89900 18.55477 16.08492 -0.18 -0.70 0.78 0.650
O 11.93891 18.10619 16.65076 -0.48 -0.08 -0.36 -0.484
C 13.79757 17.66069 15.23207 0.49 0.25 -0.90 0.138
F 14.98487 17.73073 15.78796 1.37 -0.28 0.49 -0.150
F 13.41711 16.38826 15.25604 -0.38 0.02 -0.34 -0.202
F 13.96665 18.06775 13.94182 -0.51 -0.41 0.85 -0.115
H 13.51892 22.43054 16.06765 -0.36 -0.86 -0.07 -0.097
H 12.37341 22.76792 17.17093 -0.94 0.97 1.45 0.200
H 11.83537 22.08701 15.66880 -0.61 -0.11 -0.58 0.234
H 11.76704 20.17396 17.43287 -0.19 0.02 -0.25 0.439
H 13.27448 20.76886 18.03629 0.47 -0.10 0.28 -0.075
C 9.31277 20.37729 14.58696 0.83 -0.96 0.68 -1.410
C 10.30435 19.54026 13.76374 0.40 1.73 0.97 0.583
O 11.37506 20.41648 13.30049 0.83 -0.15 -0.56 -0.263
C 12.25344 19.81686 12.47034 -0.59 2.88 1.33 0.292
O 12.23546 18.70967 12.11613 -0.32 -2.97 -1.03 -0.466
C 13.35629 20.74368 11.92640 0.93 1.27 2.28 0.828
F 13.34969 22.00238 12.49972 -0.06 -1.41 -0.68 -0.300
F 14.58547 20.20246 12.22954 -1.18 0.46 -0.59 -0.106
F 13.21998 20.87287 10.63921 0.18 0.14 -0.84 -0.255
H 8.92869 19.67445 15.32526 -0.45 -0.07 -0.02 0.420
H 8.49488 20.75224 14.01205 -0.38 0.51 -0.35 0.475
H 9.78146 21.14541 15.23027 0.01 -0.17 -0.79 0.011
H 9.91434 19.07263 12.90066 -0.80 -0.56 -0.77 0.758
H 10.73483 18.80322 14.40929 0.39 -0.57 0.22 -0.525
C 16.05393 24.07431 19.94526 2.40 -1.44 -0.79 -1.079
C 14.83283 24.71436 19.49593 -0.81 1.85 0.89 0.413
O 14.92739 25.17218 18.08386 0.59 -0.80 1.33 -0.244
C 13.80046 25.69219 17.75482 -2.42 0.96 -0.16 0.477
O 12.86221 25.93111 18.49844 0.80 -0.29 -0.84 -0.615
C 13.58233 26.04142 16.25095 0.36 -1.20 0.40 0.860
F 12.46265 25.40714 15.84554 0.23 0.10 -0.08 -0.234
F 13.37821 27.33487 16.16865 0.01 0.85 -0.44 -0.260
F 14.58055 25.67202 15.43064 -0.37 0.30 0.42 -0.240
H 16.39916 23.26886 19.21736 -0.55 0.80 1.03 -0.020
H 15.85924 23.64037 20.92285 -0.02 -0.26 0.01 0.323
H 16.90543 24.74758 20.06657 -0.14 0.15 -0.09 0.418
H 14.55538 25.58491 20.18369 0.41 -0.91 -1.26 0.350
H 14.01827 24.02189 19.58917 -0.58 -0.29 -0.37 -0.146
C 11.71790 17.33017 20.68541 -1.02 -2.10 -0.14 -1.148
C 13.01146 16.79150 20.15949 0.23 -0.94 0.13 1.254
O 14.07276 17.60729 20.74851 0.33 -0.06 -0.65 -0.353
C 14.51644 18.61968 20.05001 0.09 1.22 0.63 0.281
O 14.23555 19.02782 18.95236 -0.15 -1.04 0.28 -0.255
C 15.49837 19.49805 20.89204 -1.32 -0.06 0.33 0.710
F 14.85411 20.69018 21.19233 0.76 -1.50 0.19 -0.141
F 15.94144 18.87293 21.99958 -0.47 0.79 -0.25 -0.290
F 16.52226 19.79447 20.14987 1.27 0.39 -0.50 -0.264
H 11.69706 17.16814 21.76700 0.18 0.85 0.03 0.425
H 10.90571 16.60515 20.38875 0.63 0.97 -0.23 0.001
H 11.54890 18.32301 20.30907 -0.39 0.48 0.26 0.377
H 13.08101 16.82590 19.04372 0.00 0.00 0.92 -0.501
H 13.22385 15.77173 20.58565 -0.25 1.13 -0.79 -0.019
C 14.00517 14.94565 11.73204 -1.27 -0.53 1.43 -0.670
C 15.35132 15.29544 11.18859 -0.31 0.27 -0.62 -0.481
O 15.00403 16.36083 10.27443 1.15 1.58 -0.44 -0.293
C 15.88805 17.38161 10.20913 -0.05 -1.37 0.77 0.429
O 16.94484 17.35704 10.78708 -0.53 0.95 -0.79 -0.578
C 15.30531 18.51367 9.29319 1.81 -2.03 -0.56 0.992
F 15.54364 18.13013 7.99522 0.18 0.57 0.65 -0.296
F 14.01777 18.56241 9.41945 -1.21 0.84 0.31 -0.221
F 15.92006 19.65894 9.53776 -0.43 0.17 -0.18 -0.234
H 13.25991 14.44918 11.09044 0.77 0.07 -0.28 0.364
H 13.45396 15.84176 12.10759 0.79 -0.38 -0.26 -0.050
H 14.14212 14.30635 12.60492 -0.11 -0.18 0.07 0.415
H 15.90130 14.56191 10.60264 -0.41 -0.44 -0.04 0.358
H 16.06685 15.59191 11.95872 -0.38 0.49 -0.04 0.320
C 15.94597 14.43564 17.28055 1.70 0.70 -0.41 -1.474
C 15.28405 14.65522 18.58155 -0.16 -0.50 0.99 0.903
O 14.97952 13.30265 19.03077 -0.83 0.18 -0.21 -0.246
C 14.35108 13.13408 20.17959 0.81 0.15 -0.94 0.395
O 14.17279 13.94869 21.02681 -0.39 0.30 0.52 -0.590
C 13.97588 11.66410 20.31426 -0.83 -0.11 -0.50 0.835
F 14.60565 10.91099 19.41872 -0.05 -0.28 -0.10 -0.266
F 14.30498 11.27668 21.51001 0.38 -0.72 1.42 -0.257
F 12.64390 11.46956 20.17020 0.37 0.23 -0.16 -0.227
H 16.60320 13.57094 17.34563 -0.06 -0.11 -0.04 0.449
H 16.60548 15.27881 17.04953 -0.17 0.04 -0.05 0.345
H 15.27796 14.32396 16.45519 -0.61 -0.21 -0.41 0.288
H 14.37552 15.24265 18.50236 -0.19 -0.12 0.05 -0.506
H 15.90041 15.09086 19.36751 0.20 0.19 -0.22 0.337
C 9.41092 22.92916 17.91882 0.98 0.28 1.50 -1.128
C 9.82659 23.45716 19.33674 -1.12 -1.42 -0.36 -0.008
O 9.05091 22.76302 20.43670 0.08 0.00 -0.69 -0.316
C 9.17711 21.46727 20.56845 1.21 -2.19 0.36 0.312
O 9.92792 20.67823 20.02176 -0.42 1.62 -0.33 -0.366
C 8.33232 20.80327 21.72015 0.86 0.74 -0.86 0.710
F 8.49829 19.48752 21.69887 0.42 0.09 0.46 -0.203
F 8.74096 21.32548 22.89302 -0.28 -0.45 0.03 -0.216
F 7.05185 21.01176 21.55762 -1.38 0.61 0.16 -0.278
H 9.90178 23.57038 17.19515 0.65 -0.25 -0.20 0.399
H 8.39454 23.18404 17.74866 -1.22 -0.31 0.08 0.556
H 9.62898 21.84514 17.80496 -0.14 0.92 -0.09 0.142
H 9.48256 24.47288 19.49982 0.43 0.11 -0.14 0.303
H 10.87950 23.29104 19.55170 0.00 0.19 0.00 0.093
C 11.07878 23.47500 23.62317 -0.96 0.39 -0.29 -0.369
C 11.54875 22.15718 24.12302 2.16 -0.53 -1.06 -0.875
C 12.43183 21.66147 22.92888 -2.08 -2.24 0.30 0.157
O 12.93217 22.80787 22.28971 0.79 -1.23 0.13 -0.279
C 12.09770 23.88109 22.57222 -0.15 2.58 -1.11 -0.271
H 10.97232 24.12733 24.48208 -0.13 0.61 -0.28 0.358
H 10.12176 23.35905 23.09425 0.08 0.15 0.49 0.110
H 10.77638 21.48913 24.42276 -0.51 -0.59 0.12 0.415
H 12.26543 22.27873 24.92520 -0.09 0.15 0.55 0.366
H 11.80839 20.99596 22.24881 0.35 1.06 0.17 -0.244
H 13.14782 20.91480 23.29686 0.68 0.87 -0.22 0.363
H 11.59444 24.24979 21.63076 0.14 -0.63 0.66 0.013
H 12.73654 24.76058 22.79956 -0.22 -0.49 0.49 0.315
C 9.34666 14.45361 12.38693 0.88 -0.20 1.99 -0.663
C 10.13660 15.65015 13.01918 -0.23 -0.35 -0.79 0.172
C 9.07507 16.25567 13.98688 3.13 -1.48 0.40 -0.153
O 8.36900 15.16384 14.46249 -0.63 -1.08 0.33 -0.428
C 8.61205 14.02187 13.65288 -0.44 -0.88 0.33 -0.606
H 10.02611 13.62749 12.14924 -0.16 0.32 -0.55 0.294
H 8.67849 14.71342 11.56487 0.20 0.12 0.09 0.361
H 10.55476 16.21964 12.18967 -0.21 0.76 0.35 0.299
H 11.01042 15.29423 13.59290 -0.48 -0.08 -0.10 -0.087
H 8.43546 16.91413 13.54319 -1.73 2.05 -1.46 0.368
H 9.53850 16.69494 14.85774 0.34 0.57 0.17 -0.058
H 7.64653 13.59014 13.46353 -0.52 -0.38 -0.26 0.357
H 9.17559 13.25271 14.23853 -0.07 0.64 -0.39 0.227
C 10.17085 14.71076 17.72310 0.55 -0.62 -0.31 0.653
C 8.68265 14.68163 18.00865 -0.37 -0.42 1.76 -0.710
C 8.68332 14.38974 19.59196 -0.85 1.25 -1.14 -0.363
O 10.04214 14.55294 19.97691 0.07 -0.34 0.83 -0.445
C 10.82756 13.99510 18.91307 -1.18 0.59 -0.20 -0.078
H 10.52786 15.72399 17.78481 0.20 0.52 -0.53 -0.502
H 10.36122 14.23768 16.76412 0.42 0.22 -0.20 0.365
H 8.11182 13.90562 17.48592 0.35 0.10 0.00 0.185
H 8.21928 15.63154 17.78025 -0.12 0.19 -0.02 0.318
H 8.27079 13.38450 19.75154 0.49 -0.05 0.24 0.300
H 8.02187 15.10919 20.15670 0.98 -0.66 -0.46 0.261
H 10.54670 12.95673 18.87574 0.49 -0.87 -0.10 0.428
H 11.92579 14.13420 19.06336 -1.03 0.10 0.02 -0.446
```
Positions in Å, forces in eV/Å.

## Properties
SMILES string: CCOC(=O)C(F)(F)F.CCOC(=O)C(F)(F)F.CCOC(=O)C(F)(F)F.CCOC(=O)C(F)(F)F.CCOC(=O)C(F)(F)F.CCOC(=O)C(F)(F)F.CCOC(=O)C(F)(F)F.CCOC(=O)C(F)(F)F.C1CCOC1.C1CCOC1.C1CCOC1
Total energy, eV: -150786.940